A 2-piece molecular cluster, CH7N2O overall in a non-equilibrium geometry. Source: OMol25; level of theory: wB97M-V/def2-TZVPD.

Structure (ORCA input):
```
! RIJCOSX wB97M-V def2-TZVPD def2/J DEFGRID3
* xyz -1 1
N 0.7982 1.1878 -2.1260
H 1.2294 0.4171 -2.6266
H 1.5202 1.5073 -1.4862
H 0.0955 0.7778 -1.4974
N -0.8072 0.0105 0.1993
C -0.0907 -0.8723 1.5075
O -0.1418 -0.3415 2.6807
H -1.6916 -0.5007 0.0596
H -1.2207 0.6969 0.8435
H -0.5809 -1.8767 1.4268
H 0.8895 -1.0062 1.0188
*
```

## Properties
HOMO ... -2.85 eV
Maximum force ... 2.34 eV/Å
Molar mass ... 63.08 g mol⁻¹
Energy relative to the best compared isomer or geometry (same formula, charge and spin) ... 58.3 kJ/mol
Calculated total energy ... -227.0275 hartree

Mulliken population analysis, charges in e, atoms 1 to 2:
1 N -0.797
2 H 0.197